(1)
This record from the OMol25 dataset describes a 2-piece molecular cluster, C2H4O3S3 overall in a non-equilibrium geometry. The level of theory is wB97M-V/def2-TZVPD.

structure (SMILES) = O=C1S[C@]1(O)S.OS
net charge = 0
energy = -1498.76779 hartree
LUMO = 0.006 Ha
HOMO level = -8.941 eV

CARTESIAN COORDINATES (ANGSTROEM)
H: -1.7380 -1.4767 0.9159
S: 1.0427 -0.8938 1.4767
H: 2.8211 0.2618 -1.0894
C: 0.7278 -1.0925 -0.1653
H: -0.6865 1.2076 -1.2223
C: 1.1580 0.3353 0.0236
O: -1.5208 -0.6093 0.4184
S: -2.8610 0.3553 0.5283
O: 2.4484 0.7205 -0.2182
H: -1.9999 1.3854 0.6168
O: 0.5487 -1.8772 -1.0108
S: 0.0596 1.6835 -0.2736

Forces on the atoms, in the same order (eV/Å):
H 0.642 2.042 -1.107
S 0.340 0.533 1.262
H -1.268 1.326 2.687
C 1.351 1.594 0.104
H -0.530 -0.877 -0.898
C -0.211 -0.914 -0.226
O -1.189 -3.173 0.965
S -0.429 0.599 0.031
O 1.817 -1.518 -2.730
H -0.750 0.438 0.306
O -0.495 -1.530 -1.567
S 0.723 1.479 1.172

***

(2)
This record from the OMol25 dataset describes the molecule C2H4O4 in a non-equilibrium geometry. The level of theory is wB97M-V/def2-TZVPD.

structure (SMILES) = O=CC(O)(O)O
net charge = 0
energy = -379.52739 hartree
LUMO = 0.021 Ha
HOMO level = -9.989 eV

CARTESIAN COORDINATES (ANGSTROEM)
H: -1.4857 -0.7494 1.3681
O: -0.2730 1.3104 0.4420
H: -1.5124 0.0179 -1.7123
H: 0.5884 1.6639 0.0527
O: -0.8981 -0.8915 0.6270
H: 1.6875 -1.3914 -0.4949
C: -0.1789 0.0145 -0.0338
O: 2.3287 0.3939 0.0680
O: -0.5384 -0.0236 -1.3797
C: 1.4633 -0.3973 -0.1648

Forces on the atoms, in the same order (eV/Å):
H 0.310 1.137 0.136
O 1.877 -0.137 -0.416
H 2.377 -0.046 1.884
H -1.425 0.196 1.053
O -0.293 -2.265 0.635
H -0.080 -1.045 -0.303
C 0.897 0.980 -1.314
O -0.398 0.249 -0.043
O -1.219 -0.198 -2.287
C -2.046 1.130 0.655

***

(3)
This record from the OMol25 dataset describes a 2-piece molecular cluster, C2H4O4S overall in a non-equilibrium geometry. The level of theory is wB97M-V/def2-TZVPD.

net charge = 0
energy = -777.69243 hartree
LUMO = -0.022 Ha
HOMO level = -9.483 eV

CARTESIAN COORDINATES (ANGSTROEM)
H: -0.5214 -0.4737 2.1649
H: -1.0221 0.6528 -1.5699
O: 1.6601 -1.0357 -1.9735
C: -0.7465 0.3807 0.2083
O: 2.7950 -0.6693 0.1422
H: -2.7212 0.2987 0.7476
O: -0.2418 0.6584 -1.0458
O: -2.0922 0.7565 0.2063
C: -0.1062 -0.1414 1.2107
S: 2.1555 -0.0942 -1.0496
H: 0.8408 -0.3328 0.9590

Forces on the atoms, in the same order (eV/Å):
H 0.060 0.548 -0.507
H -1.005 0.152 -1.281
O -0.402 -0.900 -1.250
C -3.079 0.671 -0.526
O -0.729 1.094 -1.640
H 0.218 -0.725 0.754
O 0.160 0.148 2.285
O 1.091 0.722 -1.356
C -2.065 -0.087 1.216
S 2.365 -0.537 2.206
H 3.387 -1.086 0.098

***

(4)
This record from the OMol25 dataset describes a 2-piece molecular cluster, C2H4O4S overall in a non-equilibrium geometry. The level of theory is wB97M-V/def2-TZVPD.

structure (SMILES) = O=S(=O)=O.CC=O
net charge = 0
energy = -777.69613 hartree
LUMO = 0.004 Ha
HOMO level = -10.689 eV

CARTESIAN COORDINATES (ANGSTROEM)
H: 2.4134 -0.1404 1.2579
O: -3.0496 -0.0211 -1.3460
H: 0.5840 -0.8764 1.3802
H: 0.9581 0.8444 0.9652
H: 2.0497 -1.2248 -0.8940
C: 1.3559 -0.2314 0.8884
C: 1.1893 -0.6368 -0.5466
S: -2.1360 0.6561 -0.4848
O: -1.5540 1.8776 -0.9013
O: 0.1726 -0.4196 -1.1344
O: -1.9832 0.1724 0.8153

Forces on the atoms, in the same order (eV/Å):
H -1.168 -0.957 -0.161
O 0.534 0.179 0.044
H 1.162 0.449 0.413
H 0.281 -1.519 -0.014
H -0.166 -0.108 -1.001
C -0.707 2.274 0.130
C 0.969 0.032 1.824
S -0.872 0.172 -1.982
O 0.124 0.145 0.121
O -0.650 -0.206 -1.239
O 0.493 -0.461 1.866